No. 1
Below is a structure of composition C27H65F6LiN6O10S2, with properties calculated with ωB97M-V with the def2-TZVPD basis set.

The geometry in XYZ format:
```
117
Properties=species:S:1:pos:R:3:mulliken_charge:R:1
Li 19.24673 19.81210 1.73186 1.063
C 21.36203 17.04071 3.46987 0.616
F 21.46899 18.24425 4.09340 -0.285
F 22.25515 16.15952 3.81237 -0.181
F 20.08728 16.68621 3.75756 -0.200
S 21.65864 17.39374 1.49138 0.810
O 22.72142 18.37489 1.31050 -0.577
O 21.75715 16.12188 0.75574 -0.572
N 20.14397 18.23206 1.11790 -0.095
S 19.92477 17.79968 -0.38331 0.142
O 18.92733 18.77379 -0.82192 -0.652
O 21.06110 17.66693 -1.31426 -0.403
C 18.91964 16.11741 -0.45362 0.615
F 17.66487 16.31971 -0.69035 -0.180
F 19.42310 15.39113 -1.44945 -0.218
F 19.10808 15.48200 0.67468 -0.209
C 20.85303 22.92425 3.95311 -1.521
C 20.36217 21.50438 4.34690 0.181
C 19.00465 21.46262 4.99987 -0.530
O 18.68390 20.24332 5.52339 -0.476
C 17.69631 20.24585 6.54562 -0.954
N 20.44797 20.54418 3.30847 -0.322
H 21.87404 23.04336 3.59056 0.391
H 20.91273 23.64939 4.76472 0.427
H 20.11496 23.29465 3.24166 0.271
H 21.08999 21.19455 5.09684 0.288
H 18.25625 21.77032 4.26959 0.125
H 18.92394 22.25786 5.74093 0.586
H 17.23598 19.26848 6.69025 0.304
H 16.91821 20.94609 6.24177 0.380
H 18.05351 20.53327 7.53450 0.324
H 21.41102 20.50346 3.00685 0.181
H 20.23315 19.65309 3.73263 0.224
C 16.24862 18.95768 1.11373 -1.568
C 16.37769 19.71057 2.47504 0.944
C 15.29945 19.46919 3.53336 -0.910
O 13.98560 19.79138 3.08434 -0.300
C 12.91391 19.26890 3.95460 -0.963
N 17.65097 19.22709 3.00385 0.304
H 15.60268 18.08391 1.19967 0.470
H 17.15002 18.62797 0.59714 0.203
H 15.61096 19.53151 0.44126 0.403
H 16.29223 20.76806 2.22500 -0.235
H 15.50502 20.03597 4.44144 0.307
H 15.41772 18.40643 3.74468 0.542
H 12.91952 18.18660 4.08373 0.359
H 11.90466 19.30513 3.54447 0.330
H 13.05365 19.52344 5.00521 0.360
H 17.74938 19.46181 3.98126 -0.154
H 17.24432 18.30589 3.08209 0.228
C 17.17808 25.58906 0.15059 -1.595
C 16.43174 24.55231 0.92050 0.323
C 14.89093 24.82968 0.94453 -0.732
O 14.28129 24.08478 1.97090 -0.351
C 12.94430 23.71770 1.57369 -0.696
N 16.66981 23.24574 0.34527 -0.561
H 18.18323 25.18569 0.02783 0.407
H 17.22632 26.56527 0.63309 0.421
H 16.83168 25.64618 -0.88133 0.357
H 16.84665 24.50331 1.92725 0.246
H 14.50519 24.48875 -0.01624 0.458
H 14.82824 25.91483 1.02592 0.346
H 13.03498 22.78792 1.01209 0.278
H 12.49104 24.53795 1.01707 0.371
H 12.51171 23.42644 2.53084 0.229
H 15.89196 22.77769 0.78796 0.148
H 16.29697 23.38705 -0.58269 0.210
C 26.41776 19.45320 -4.93120 -1.695
C 25.23664 19.23887 -4.08553 0.661
C 24.65414 20.49411 -3.36394 -0.521
O 23.69080 19.91510 -2.47833 -0.053
C 22.99894 20.98848 -1.93067 -0.626
N 24.25191 18.49166 -4.93620 -0.735
H 26.39987 20.27503 -5.64701 0.360
H 26.66677 18.62449 -5.59402 0.454
H 27.36460 19.51281 -4.39451 0.395
H 25.62691 18.40655 -3.49982 0.161
H 24.16965 21.12728 -4.10722 0.123
H 25.39947 20.95649 -2.71680 0.369
H 22.27512 20.68781 -1.17319 -0.032
H 22.58794 21.71169 -2.63505 0.271
H 23.65109 21.46279 -1.19730 0.404
H 23.32555 18.40546 -4.54312 0.218
H 24.09492 18.99131 -5.79980 0.261
O 18.30488 21.00190 0.38618 -0.083
H 17.96442 20.42883 -0.30078 0.060
H 17.81083 21.81568 0.28657 0.284
C 21.66778 22.23869 -5.49508 -1.855
C 20.26940 21.68905 -5.13637 1.748
C 19.28936 22.89992 -5.13300 -1.299
C 17.83786 22.50236 -5.11141 -0.564
C 17.43313 21.65738 -6.37259 -1.256
C 18.39441 20.46404 -6.69332 1.857
N 19.83188 20.79680 -6.24602 0.285
O 20.65900 19.73750 -6.61509 -0.489
C 17.83917 19.24735 -5.96049 -1.872
C 18.44188 20.23870 -8.16698 -1.997
C 20.22956 20.88177 -3.80758 -1.171
H 21.84640 23.09666 -4.84693 0.429
H 21.75301 22.63034 -6.50870 0.525
H 22.45388 21.48724 -5.42114 0.017
H 19.56844 23.43569 -4.22572 0.564
H 19.47962 23.61191 -5.93610 0.389
H 17.01974 23.21931 -5.04234 0.422
H 17.71712 21.77221 -4.31117 0.132
H 17.32136 22.31961 -7.23111 0.413
H 16.46149 21.22689 -6.13031 0.406
H 17.81348 19.40626 -4.88244 0.360
H 16.78945 19.05311 -6.18065 0.457
H 18.45471 18.34933 -6.01307 0.396
H 17.47229 20.48617 -8.59914 0.390
H 19.09622 21.05146 -8.48220 0.488
H 18.86651 19.28213 -8.47151 0.326
H 21.06733 20.18562 -3.84760 0.202
H 19.34372 20.25217 -3.72392 -0.124
H 20.33553 21.38563 -2.84686 0.447
H 20.56597 19.19411 -5.82917 0.362
```

* multiplicity: 1
* orbital gap: 7.8 eV
* DFT total energy: -3551.571371 hartree
* LUMO level: 0.1599 eV
* charge: 0
* molar mass: 818.9 g mol⁻¹


No. 2
Below is a cluster of 7 separate species, C27H65N7O5 in total, with properties calculated with ωB97M-V with the def2-TZVPD basis set.

The geometry in XYZ format:
```
104
Properties=species:S:1:pos:R:3:mulliken_charge:R:1
C -8.44544 7.59820 -27.67378 -1.281
C -9.09778 8.31605 -26.46471 -0.361
N -10.31478 7.55938 -25.96783 -0.005
C -10.97479 8.28370 -24.84924 -0.814
C -10.18473 8.50770 -23.48260 -1.062
C -10.02869 6.10958 -25.72862 -0.241
C -10.90488 5.43816 -24.72855 -1.462
H -8.02128 6.65447 -27.33091 0.329
H -7.60083 8.22313 -27.96393 0.381
H -9.06362 7.26600 -28.50781 0.337
H -8.37723 8.47512 -25.66247 0.309
H -9.43818 9.26676 -26.87503 0.362
H -11.44325 9.19185 -25.22859 0.459
H -11.90701 7.76269 -24.63099 0.380
H -10.73704 9.13249 -22.78068 0.385
H -9.73100 7.61182 -23.05877 0.251
H -9.24628 9.06068 -23.52300 0.334
H -9.01905 5.96376 -25.34461 0.334
H -10.13929 5.56074 -26.66384 0.340
H -10.67929 4.37259 -24.68637 0.396
H -11.90546 5.55080 -25.14598 0.344
H -10.87988 5.91112 -23.74683 0.282
C -16.14499 1.63532 -16.98362 -1.015
C -15.51681 1.32889 -15.55579 -0.740
N -14.08823 1.04984 -15.67820 -0.080
C -13.31294 2.10752 -16.36947 -0.442
C -13.36779 3.41984 -15.54954 -1.312
C -13.82960 -0.34200 -16.18448 -0.417
C -14.65060 -1.46508 -15.38213 -1.292
H -15.63139 1.20513 -17.84342 0.316
H -16.10689 2.71665 -17.11541 0.289
H -17.20091 1.37768 -16.90133 0.325
H -15.56004 2.28214 -15.02896 0.326
H -16.06926 0.56305 -15.01139 0.456
H -12.27650 1.83378 -16.56683 0.477
H -13.75655 2.33140 -17.33961 0.262
H -12.59707 4.04651 -15.99830 0.422
H -14.33751 3.89771 -15.68875 0.344
H -12.96351 3.24005 -14.55338 0.293
H -12.75751 -0.52886 -16.24618 0.427
H -14.13386 -0.32960 -17.23109 0.302
H -14.76835 -1.18075 -14.33648 0.390
H -14.00444 -2.34141 -15.43341 0.375
H -15.57533 -1.81319 -15.84234 0.296
C -17.04820 17.55909 -22.94401 -0.802
N -15.63000 17.28392 -23.05009 -0.182
C -14.95531 16.93565 -21.90588 0.729
C -13.44298 16.79658 -22.00091 -1.120
O -15.44242 16.81639 -20.81003 -0.603
H -17.19673 18.60909 -23.19608 0.289
H -17.42084 17.36796 -21.93768 0.301
H -17.62281 16.95788 -23.64862 0.267
H -15.05729 17.47707 -23.85928 0.205
H -13.17148 15.88425 -22.53199 0.283
H -13.00283 16.78950 -21.00375 0.298
H -12.86817 17.56475 -22.51822 0.334
C -0.07316 12.92988 -28.93606 -0.859
N -0.72888 12.62681 -30.22669 -0.203
C -0.48794 11.61902 -30.99789 0.669
C -1.28443 11.52720 -32.22804 -0.916
O 0.31375 10.75497 -30.71013 -0.654
H 0.96760 13.23595 -29.04207 0.275
H -0.10894 12.05234 -28.29051 0.271
H -0.43900 13.89370 -28.58205 0.347
H -1.54083 13.19029 -30.43482 0.248
H -1.98411 10.71176 -32.04470 0.230
H -0.57757 11.32682 -33.03322 0.272
H -1.72264 12.48845 -32.49647 0.320
C -4.63109 9.43382 -17.95507 -0.834
N -4.93863 9.27090 -16.53591 -0.217
C -5.71989 10.05587 -15.82541 0.712
C -6.20885 9.55568 -14.52671 -0.958
O -6.15661 11.07143 -16.28216 -0.627
H -5.20312 8.69698 -18.51895 0.290
H -3.57916 9.33618 -18.22341 0.303
H -4.89124 10.41853 -18.34336 0.308
H -4.61416 8.45484 -16.03704 0.196
H -7.28215 9.37481 -14.46829 0.255
H -5.84707 10.27540 -13.79238 0.269
H -5.70188 8.63048 -14.25272 0.302
C -6.93159 15.63381 -26.73541 -0.901
N -7.06995 16.61007 -27.85300 -0.192
C -6.91545 16.25404 -29.12799 0.594
C -7.09260 17.36784 -30.21376 -0.928
O -6.71912 15.16194 -29.52361 -0.586
H -6.41632 16.24886 -25.99763 0.363
H -6.16817 14.86708 -26.86731 0.301
H -7.82003 15.14152 -26.33989 0.255
H -7.13955 17.58992 -27.61815 0.264
H -7.85225 17.12207 -30.95580 0.269
H -6.18208 17.30487 -30.80966 0.257
H -7.35240 18.36209 -29.85036 0.302
C -15.08682 19.00395 -30.36294 -0.793
N -14.99672 17.55341 -30.12361 -0.186
C -14.27945 17.02144 -29.13592 0.651
C -14.22581 15.49668 -29.10349 -0.969
O -13.65377 17.69404 -28.30044 -0.658
H -15.46393 19.47312 -29.45422 0.269
H -15.83041 19.12215 -31.15110 0.330
H -14.11548 19.40451 -30.65304 0.244
H -15.56461 16.94216 -30.69280 0.242
H -14.36783 15.00482 -30.06578 0.340
H -15.00525 15.16716 -28.41647 0.250
H -13.24265 15.21534 -28.72619 0.279
```

* SMILES string: CCN(CC)CC.CCN(CC)CC.CNC(C)=O.CNC(C)=O.CNC(C)=O.CNC(C)=O.CNC(C)=O
* multiplicity: 1
* orbital gap: 8.3 eV
* DFT total energy: -1827.166348 hartree
* LUMO level: 0.4078 eV
* charge: 0
* molar mass: 567.9 g mol⁻¹